This record from the OMol25 dataset describes a molecular structure, C23H34ClNOS5SiSn in a non-equilibrium geometry. The level of theory is ωB97M-V/def2-TZVPD.

Each line ends with the natural charge from an NBO analysis.
Cartesian coordinates (Å):
Sn1 0.00801 1.16968 -0.61484  1.481
Cl1 -1.76034 1.19321 -2.18446  -0.508
S1 0.78038 3.69348 -0.50964  -0.397
S2 1.49432 3.06454 -3.47852  1.279
S3 3.35134 1.99856 0.39020  -0.004
S4 2.63032 0.43073 -0.59454  -0.307
S5 2.77223 3.63527 -0.75000  -0.034
Si1 -1.32845 -0.32202 2.13359  1.656
O1 1.13603 1.67576 -3.11839  -1.017
N1 -0.45264 -1.46554 -0.28328  -0.473
C1 -0.08043 2.62870 -5.78742  -0.628
C2 -0.78780 -1.96327 -1.62238  -0.227
C3 -3.51685 0.54468 3.77015  -0.219
C4 3.82374 4.11723 -4.35715  -0.622
C5 0.72748 -3.94661 -1.51887  -0.404
C6 2.46906 0.09334 3.78977  -0.200
C7 0.43104 -1.76863 3.92251  -0.134
C8 -1.24476 1.38986 1.36138  -1.299
C9 1.30076 0.28161 3.07812  -0.201
C10 -0.71934 -3.47974 -1.72061  -0.427
C11 0.26005 -0.64037 3.12327  -0.503
C12 1.60078 -1.96975 4.63449  -0.235
C13 -5.14190 -0.89286 4.78551  -0.207
C14 -4.64677 0.37852 4.54863  -0.199
C15 1.53093 -2.88786 -0.75426  -0.408
C16 0.25422 3.63181 -4.70851  -0.597
C17 2.94923 2.90585 -4.60220  -0.594
C18 -2.86265 -0.54712 3.21338  -0.401
C19 -1.58613 -1.48711 0.62752  -0.679
C20 -4.49997 -1.99491 4.24534  -0.216
C21 0.66624 -2.21848 0.30171  -0.244
C22 2.62519 -1.03960 4.56840  -0.203
C23 -3.37013 -1.81741 3.46706  -0.214
H1 2.60898 2.83736 -5.63146  0.213
H2 1.71817 -2.85562 5.24214  0.212
H3 -0.08417 -1.51380 -2.32814  0.202
H4 -5.14968 1.24027 4.96268  0.212
H5 -2.46003 -1.11917 0.08654  0.238
H6 1.91081 -2.12711 -1.43504  0.209
H7 -1.10343 -3.78621 -2.69476  0.222
H8 -2.87733 -2.68073 3.04596  0.199
H9 1.20249 1.17511 2.48082  0.217
H10 -0.76486 2.14453 1.97134  0.254
H11 -1.78299 -1.60241 -1.87775  0.225
H12 0.66738 4.55834 -5.10325  0.216
H13 3.54058 -1.19736 5.12007  0.213
H14 -0.29281 1.66403 -5.33303  0.236
H15 -0.36256 -2.49862 3.99420  0.197
H16 -1.37399 -3.91969 -0.96376  0.200
H17 -1.81748 -2.51338 0.93989  0.204
H18 1.26832 -1.53689 0.90617  0.239
H19 4.64154 4.16552 -5.07160  0.217
H20 0.27771 -2.98892 0.98128  0.184
H21 0.73307 2.51315 -6.50050  0.202
H22 -4.88216 -2.99185 4.41773  0.212
H23 3.25774 0.82879 3.73057  0.218
H24 -0.62361 3.85623 -4.10315  0.237
H25 0.72752 -4.88834 -0.96602  0.204
H26 1.20698 -4.13345 -2.48089  0.209
H27 -0.96231 2.95939 -6.33218  0.219
H28 3.45129 1.98072 -4.32775  0.242
H29 2.39147 -3.34996 -0.26795  0.226
H30 -6.02652 -1.02968 5.38847  0.213
H31 -2.19539 1.77117 1.00186  0.255
H32 4.24047 4.07956 -3.35401  0.225
H33 3.23703 5.03072 -4.43961  0.205
H34 -3.13540 1.53679 3.58517  0.212

## Properties
charge = 0
spin multiplicity = 1
calculated total energy = -108350.41628 eV
highest occupied orbital energy = -0.2861 hartree